No. 1
{
  "formula": "C4H5NO2",
  "method": "the ωB97M-V functional and the def2-TZVPD basis",
  "orbital_gap_ev": 9.520,
  "fmax_ev_per_a": 0.45,
  "e_homo_ev": -9.062,
  "e_tot_ha": -360.52003,
  "symbols": ["O", "O", "N", "C", "C", "C", "C", "H", "H", "H", "H", "H"],
  "coordinates": [[2.0546, 1.3191, -0.1542], [1.1994, -1.5205, -0.8540], [-0.2830, -0.5152, 0.6077], [-1.1791, 0.5592, 0.2052], [2.0685, 0.1793, 0.4962], [-1.4812, -0.8626, -0.1222], [0.9487, -0.6653, -0.0287], [-1.7039, 1.0604, 1.0146], [-1.3433, -1.1958, -1.1487], [-2.2335, -1.4029, 0.4465], [-0.8597, 1.2029, -0.6129], [2.8125, 1.8413, 0.1506]],
  "atomic_forces_ev_per_a": [[0.141, -0.276, 0.236], [-0.024, 0.342, 0.289], [0.291, -0.081, -0.024], [-0.146, 0.300, -0.045], [-0.113, 0.265, -0.194], [-0.150, -0.187, -0.115], [-0.084, -0.372, -0.206], [0.088, -0.102, -0.125], [-0.012, 0.098, 0.168], [0.135, 0.133, -0.058], [-0.038, -0.130, 0.137], [-0.087, 0.010, -0.064]]
}

---

No. 2
{
  "formula": "C2H14N2O3",
  "method": "the ωB97M-V functional and the def2-TZVPD basis",
  "orbital_gap_ev": [9.767, 4.711],
  "fmax_ev_per_a": 1.56,
  "e_homo_ev": [-13.058, -13.058],
  "multiplicity": 2,
  "total_charge": 1,
  "e_tot_ha": -419.47357,
  "symbols": ["O", "O", "O", "N", "N", "C", "C", "H", "H", "H", "H", "H", "H", "H", "H", "H", "H", "H", "H", "H", "H"],
  "coordinates": [[-1.8034, 2.5312, 2.8261], [-0.4270, -0.0870, 1.5023], [-3.1559, -0.0580, 3.8961], [1.4090, -1.3595, -0.6411], [2.1091, -0.5771, -2.7680], [1.1312, -1.2950, -2.0620], [1.6405, 0.2326, -3.9357], [2.3509, -1.1268, -0.3353], [-1.6182, 3.0007, 2.0023], [-3.9558, -0.5024, 3.5856], [1.1155, -2.3810, -2.3316], [-0.9600, 0.6946, 1.7175], [1.6482, -0.3906, -4.8276], [0.2653, 0.2376, 0.9183], [2.3946, 0.9949, -4.1109], [0.1005, -0.9688, -2.1630], [2.8331, -1.2383, -3.0468], [-1.6662, 3.1685, 3.5336], [-2.6437, 0.0203, 3.0855], [0.9065, -2.1095, -0.1603], [0.6227, 0.5322, -3.7387]],
  "atomic_forces_ev_per_a": [[0.180, -0.209, -0.618], [-0.082, -0.027, -0.317], [-0.259, -0.281, -0.339], [-0.175, -0.620, -0.668], [-0.650, -0.963, -1.044], [0.115, 0.397, 1.136], [0.839, -1.099, 0.446], [-0.050, -0.005, 0.196], [-0.123, 0.207, 0.328], [0.024, 0.062, 0.298], [0.058, 0.065, -0.219], [0.213, -0.052, 0.216], [-0.115, -0.152, -0.124], [-0.068, 0.230, 0.174], [-0.471, 0.487, 0.149], [-0.257, 0.231, -0.334], [0.363, 0.591, 0.207], [-0.003, -0.044, 0.031], [0.152, 0.165, 0.165], [0.288, 0.324, 0.335], [0.023, 0.692, -0.018]]
}